# 1
Computed, not measured: C20H17AsNO2RhS5 as an isolated structure, with the ωB97M-V functional and the def2-TZVPD basis.

CARTESIAN COORDINATES (ANGSTROEM)
Rh -0.47571 -0.25798 -0.91317
As 0.96759 0.10828 0.91033
S -2.12785 0.79807 0.28333
S -1.04778 -2.30510 0.02375
S -4.43908 -0.37772 1.83985
S -5.93735 -2.55130 3.20117
S -3.45596 -3.07754 1.65010
O -2.57860 -2.06661 -3.96275
O -0.01873 1.29448 -2.39390
N -1.27733 -0.48634 -2.85262
C -0.87408 0.90403 -4.68451
C -2.06277 -0.23561 -6.44157
C -0.66427 0.63851 -3.24389
C -0.85574 1.83205 -6.85446
C 2.73198 -1.14864 3.86409
C -0.45262 1.91384 -5.52430
C 1.53328 -0.46198 3.68308
C 2.82200 -0.29981 0.51098
C 0.59611 -0.84884 2.58226
C -2.50628 -1.85299 0.86486
C -1.65993 -0.14784 -5.12800
C -2.95215 -0.60463 0.95453
C -1.92726 -1.05829 -3.95512
C 3.32066 0.28848 5.69934
C 2.12470 0.97269 5.53468
C -4.68990 -2.03567 2.27817
C -1.64538 0.77738 -7.30287
C 3.62014 -0.77723 4.86269
C 1.23882 0.59960 4.53508
C 1.06721 1.96591 1.44886
H 0.15898 2.72909 -5.16252
H 0.30234 1.13355 4.42073
H 3.14278 0.30654 -0.33471
H 0.08343 2.27623 1.79445
H -0.44475 -0.61692 2.81688
H 2.92432 -1.35188 0.24917
H 4.54363 -1.32674 4.99137
H 0.64709 -1.90998 2.34491
H 2.96745 -1.99117 3.22349
H 1.87568 1.79690 6.19044
H 1.34651 2.56292 0.58151
H -1.93785 0.75190 -8.34454
H 3.43271 -0.07107 1.38253
H 1.80652 2.09309 2.23749
H -2.67698 -1.05698 -6.78497
H 4.00988 0.57776 6.48145
H -0.55547 2.59759 -7.55769

Atoms 1-6, force components in eV/Å:
-0.25 -0.65 0.36
-0.13 0.36 0.41
0.46 -0.34 -0.34
0.20 0.22 -0.32
-0.07 0.17 0.04
0.00 0.01 -0.07

**HOMO-LUMO gap**: 5.40 eV

***

# 2
Computed, not measured: C20H17AsNO3PReS4 as an isolated structure, with the ωB97M-V functional and the def2-TZVPD basis.

CARTESIAN COORDINATES (ANGSTROEM)
Re 1.54275 -1.43779 -0.48232
As 4.16950 -0.92211 1.25913
S 4.76072 0.12391 3.02415
S 6.22790 -0.92937 1.80029
S 3.09806 0.16203 -0.39988
S 2.57123 -2.50128 1.15020
P -0.03695 0.27575 0.17945
O 1.79465 -2.21200 -2.10150
O -0.19043 -2.36272 -3.20360
O 0.38211 -4.00267 -0.48804
N -0.12598 -2.77262 -0.08967
C -1.30590 -2.74730 0.41602
C -3.25504 -1.89402 1.52896
C -0.77195 0.91412 -4.27439
C -1.53864 -0.28247 0.97738
C 0.69230 1.11420 -2.38274
C -3.55104 0.40987 2.12254
C 0.91898 -2.72355 -3.13543
C -0.30859 0.55140 -1.56231
C 1.01971 1.29335 2.46934
C 0.87015 2.87073 0.62470
C 1.45997 3.84407 1.42304
C -2.31041 0.71221 1.56162
C -2.01359 -1.60841 0.96118
C 0.45266 1.29323 -3.73095
C 0.65110 1.60176 1.15425
C -4.02306 -0.89014 2.10675
C -1.53600 0.15695 -2.12674
C -1.76407 0.35601 -3.47224
C 1.60785 2.27264 3.25209
C 1.83295 3.54406 2.72553
H -3.62618 -2.91194 1.52409
H 0.55680 3.11852 -0.38122
H -4.13805 1.20005 2.57213
H -1.95694 1.73565 1.58992
H 1.61312 4.83944 1.02823
H -0.28548 -4.69859 -0.34937
H -0.95853 1.06486 -5.32997
H -2.31969 -0.26104 -1.50831
H 1.62750 1.46864 -1.96545
H 0.82504 0.31165 2.89103
H 1.20956 1.74669 -4.35697
H -4.98271 -1.13073 2.54447
H 1.49143 -3.43322 -3.73452
H -2.71785 0.08158 -3.90177
H 1.88762 2.04895 4.27388
H -1.83638 -3.69687 0.47413
H 2.28982 4.30653 3.34285

Atoms 1-6, force components in eV/Å:
-0.17 0.17 -0.38
0.07 0.30 -0.14
-0.05 -0.01 0.08
0.15 -0.11 -0.03
0.18 -0.20 0.33
0.03 -0.09 0.08

**Energy above the lowest of the compared OMol25 structures with the same formula, charge and spin**: 31.74 kJ/mol
**Charge**: +3
**HOMO-LUMO gap**: 6.12 eV

***

# 3
Computed, not measured: C20H17Br6N3O6 as an isolated structure, with the ωB97M-V functional and the def2-TZVPD basis.

CARTESIAN COORDINATES (ANGSTROEM)
Br -7.67396 3.45299 0.63048
Br 3.50918 0.30808 -1.40196
Br -4.52755 2.48883 0.35825
Br -5.99937 2.11312 3.25025
Br 4.12680 -1.94134 -3.68927
Br 2.69768 -2.91639 -0.98745
O 5.35216 -3.64140 1.71115
O -0.36397 0.63219 -2.07991
O -2.27609 1.16575 -1.35657
O 4.42333 -1.73748 1.42252
O -6.44754 -2.00342 -3.33706
O -8.34973 -1.11893 -2.74417
N -1.15120 0.73890 -1.15809
N -7.16659 -1.03998 -3.08975
N 5.39578 -2.39940 1.68240
C 7.71712 -2.43280 2.62842
C 7.92066 0.31559 2.32339
C 6.69292 -1.75270 1.98072
C -5.17759 0.39097 -3.43547
C 8.91866 -0.45433 2.97744
C -1.32503 0.71955 1.31334
C 0.78944 -1.03584 1.50422
C 3.99038 -1.62552 -1.73689
C -0.94437 0.23681 2.59682
C 8.85809 -1.81102 3.09795
C -6.25208 2.22170 1.26661
C -5.25283 2.76557 -3.13123
C 0.02626 -0.69741 2.67620
C -6.52410 0.25212 -3.07602
C 6.83542 -0.34760 1.75542
C -4.57876 1.63044 -3.46451
C -0.72844 0.23876 0.15943
C 0.35830 -0.62346 0.25712
C -7.26184 1.40246 -2.68002
C -6.60350 2.65129 -2.69536
H 8.03220 1.38197 2.19725
H 5.00257 -1.72763 -1.35876
H -2.08676 1.48488 1.26648
H 9.80198 0.11968 3.22597
H -4.55527 -0.45650 -3.68282
H 7.67715 -3.47235 2.92470
H -8.27438 1.27012 -2.32895
H -6.49328 1.21833 0.92941
H -4.78488 3.71957 -3.32763
H 6.09888 0.30289 1.30525
H 0.88641 -0.81084 -0.66734
H -7.02300 3.59439 -2.37656
H 9.66445 -2.34137 3.58198
H -3.54945 1.70849 -3.78533
H 1.61538 -1.72579 1.39978
H 0.32216 -1.05495 3.65263
H -1.34182 0.64300 3.51553

Atoms 1-6, force components in eV/Å:
0.98 -0.73 0.76
0.26 -1.48 -0.15
-0.82 0.21 0.46
-0.37 0.31 -1.41
-0.04 0.22 0.95
1.00 0.77 -0.45

**Energy above the lowest of the compared OMol25 structures with the same formula, charge and spin**: 110.18 kJ/mol
**HOMO-LUMO gap**: 8.71 eV

***

# 4
Computed, not measured: C20H17Cl3IrN4O13S7 as an isolated structure, with the ωB97M-V functional and the def2-TZVPD basis.

CARTESIAN COORDINATES (ANGSTROEM)
Ir 0.05974 -0.84638 0.76115
Cl -0.81584 0.71867 2.81450
Cl 3.15323 -0.10792 -1.54850
Cl 2.65111 -1.67886 -3.95890
S -4.90181 -1.65629 7.47664
S -1.34438 -3.26008 1.15470
S -1.22234 -1.44950 3.10217
S -4.99759 -0.12721 4.90704
S -3.98236 0.69905 2.19163
S 2.40383 -1.47017 2.25707
S -2.96118 -2.20110 5.24552
O 1.01278 5.71627 -4.28384
O -1.96191 -2.04089 0.62885
O 0.08924 -3.26817 0.90863
O -1.54907 -3.12995 2.73655
O 1.03567 -1.54380 2.81451
O 2.34296 7.09010 -3.24782
O 3.66573 4.10590 1.94084
O 0.09394 1.25049 -2.28017
O 2.39626 -0.73024 0.98676
O 3.37501 -1.00600 3.21098
O 0.27347 1.24648 -0.04492
O 4.18698 5.96532 0.96344
O -1.98253 -4.47904 0.75791
N 0.19916 -1.63729 -1.38081
N 0.61963 -3.68902 -2.10676
N 1.72772 6.01670 -3.31877
N 3.58497 4.88836 0.99899
C 1.25973 3.01651 -1.19844
C 0.46949 1.71297 -1.20718
C -1.58899 -4.10670 -3.25565
C -3.03472 -2.16756 -3.08304
C 1.15704 3.88189 -2.27656
C -2.78204 -3.46735 -3.52625
C 1.84774 5.10374 -2.24873
C -2.82529 -1.19058 3.82508
C 1.06733 -2.61246 -1.42386
C -2.10969 -1.45743 -2.34773
C 2.54103 -0.09206 -3.23032
C 2.76066 4.54278 -0.10505
C -0.65294 -3.39433 -2.52493
C -3.78450 -0.27067 3.62966
C 2.87818 -3.16715 1.86313
C -4.32515 -1.34312 5.96748
C 2.06306 3.32660 -0.10798
C -0.90610 -2.08569 -2.06523
C -3.81224 2.35378 2.94476
C 2.64591 5.43431 -1.16090
H -4.50522 2.44363 3.77595
H -3.98408 -1.71295 -3.32314
H -4.05021 3.06933 2.16710
H 3.14226 0.58413 -3.83731
H 1.48514 0.19974 -3.19239
H -1.39152 -5.11517 -3.58923
H -3.54058 -3.98621 -4.09485
H 2.04669 -2.56245 -0.99093
H 3.16915 6.37855 -1.13810
H 3.05046 -3.65688 2.81136
H 2.15561 2.64558 0.72346
H 3.77845 -3.13734 1.26624
H 2.04048 -3.60928 1.33910
H -2.78094 2.46193 3.26680
H -2.28030 -0.45774 -1.98909
H 1.09352 -4.56785 -2.21900
H 0.55015 3.63008 -3.13167

Atoms 1-6, force components in eV/Å:
-0.29 1.62 -4.85
0.83 2.59 0.27
-0.02 0.25 -0.85
0.18 -0.68 -0.52
-0.16 -0.05 0.10
-1.67 -1.30 1.14

**2S+1**: 2
**Energy above the lowest of the compared OMol25 structures with the same formula, charge and spin**: 597.30 kJ/mol
**Charge**: -2
**HOMO-LUMO gap (alpha / beta)**: 4.59 / 4.48 eV

***

The records above give, respectively, calculated total energy values of -144625.149; -144218.728; -458015.619; -169841.230 eV.